This record from the OMol25 dataset describes a 5-piece molecular cluster, H10O5 overall in a non-equilibrium geometry. The level of theory is ωB97M-V/def2-TZVPD.

Element x y z (Å)
O -0.9385 -1.3632 2.8640
H -0.8455 -0.9882 3.7350
H -0.3465 -0.7832 2.3780
O 1.1945 0.0838 1.3130
H 0.7125 0.7948 1.7400
H 1.9015 0.6198 0.9550
O 0.7485 1.9308 -2.0410
H 1.2965 1.9878 -2.8120
H 0.8865 1.0128 -1.6070
O -1.9875 -0.6162 -0.9260
H -2.0225 0.2268 -1.2970
H -2.7425 -1.0442 -1.3530
O 1.0235 -0.5452 -1.1470
H 0.8885 -0.5032 -0.2110
H 0.2305 -0.8132 -1.5910

Energy above the lowest of the compared OMol25 structures with the same formula, charge and spin in kJ/mol: 123.0
Maximum force in eV Å⁻¹: 2.66
Molecular weight in g mol⁻¹: 90.07
Structure (SMILES): O.O.O.O.O
E_HOMO in Eh: -0.392

=====

This record from the OMol25 dataset describes a 7-piece molecular cluster, C39H88N4O7 overall in a non-equilibrium geometry. The level of theory is ωB97M-V/def2-TZVPD.

Element x y z (Å)
C 16.0762 8.9044 15.3646
C 16.2708 9.5125 16.7909
C 17.7066 9.7435 17.2089
C 15.4863 10.9151 16.7079
C 15.2921 11.4558 18.1253
C 14.4171 10.3782 18.8783
C 15.1402 9.0775 19.0694
C 16.3837 9.2616 20.0317
C 14.2270 8.0529 19.6981
N 15.4614 8.5969 17.6749
O 16.1009 7.2803 17.6012
H 16.6089 7.9633 15.1495
H 15.0500 8.5913 15.2496
H 16.3204 9.6420 14.6383
H 18.1448 8.8465 17.6047
H 18.2472 9.7988 16.2315
H 17.9268 10.6246 17.7593
H 16.1129 11.5785 16.0462
H 14.4475 10.7824 16.4185
H 16.1667 11.7642 18.6928
H 14.7008 12.4119 18.0798
H 13.5089 10.3175 18.3179
H 14.1943 10.7681 19.8657
H 17.1000 9.8714 19.5094
H 16.8076 8.3067 20.2651
H 15.9726 9.7210 20.9445
H 14.7222 7.0402 19.6819
H 13.2825 7.9119 19.2133
H 14.0867 8.3696 20.7333
H 16.8901 7.3924 18.1971
C 17.8239 7.7360 11.6900
C 17.4490 7.7240 10.2155
C 18.5548 8.4246 9.4385
C 17.3191 6.2419 9.6790
C 16.0839 5.4819 10.0190
C 14.9062 6.3228 9.6880
C 14.9421 7.7874 10.3132
C 13.7988 8.5194 9.6313
C 14.6402 7.7082 11.8692
N 16.1892 8.4015 9.8351
O 16.3120 9.7523 10.3901
H 17.7092 8.7486 12.0711
H 17.1844 7.0156 12.2752
H 18.8881 7.3891 11.8867
H 18.8023 9.4421 9.8638
H 19.5106 7.8298 9.6627
H 18.4459 8.5452 8.3803
H 17.4711 6.3155 8.6462
H 18.2362 5.8804 10.0684
H 16.0889 4.5076 9.5623
H 15.9903 5.2915 11.0846
H 14.0632 5.7334 9.9965
H 14.7940 6.4247 8.5708
H 13.6382 9.5232 9.9639
H 12.8641 7.9865 9.8365
H 13.8989 8.5256 8.5255
H 15.3352 6.9960 12.3697
H 13.6169 7.3878 12.0986
H 14.7625 8.7287 12.3462
H 15.9536 10.2574 9.6603
C 13.4916 13.9692 8.3453
C 13.4685 13.2566 9.7586
C 14.5679 12.1457 9.7849
C 13.8151 14.2080 10.9163
C 12.7100 15.1394 11.4201
C 11.5846 14.2114 11.8428
C 11.1195 13.4336 10.6220
C 10.0666 12.3700 11.0752
C 10.4482 14.2906 9.5948
N 12.2203 12.6038 10.1090
O 11.8265 11.7262 9.1423
H 14.4931 14.3576 8.1367
H 13.4268 13.1603 7.5899
H 12.7682 14.7195 8.0486
H 14.5145 11.5945 10.6980
H 14.3861 11.3326 9.0315
H 15.4704 12.6457 9.6853
H 14.0453 13.6139 11.7826
H 14.7057 14.7880 10.7782
H 13.1337 15.7329 12.2724
H 12.3814 15.8408 10.6054
H 10.7624 14.6625 12.3579
H 12.0731 13.4580 12.4478
H 9.1816 12.8865 11.5020
H 10.4225 11.8326 11.9189
H 9.7772 11.7133 10.2704
H 9.4544 14.6785 9.9760
H 10.1501 13.6466 8.7577
H 11.0227 15.1703 9.1856
H 11.7456 12.2338 8.3180
C 7.9384 9.0552 14.3804
C 8.1962 8.6918 15.8287
C 7.0823 7.7289 16.2511
C 9.5633 8.0316 16.0217
C 10.6726 9.0109 15.8188
C 10.5500 10.0913 16.8585
C 9.2137 10.8484 16.8537
C 9.2891 11.6508 18.1957
C 8.9925 11.8139 15.6726
N 8.1623 9.8432 16.8671
O 6.8607 10.5155 16.8945
H 6.8630 9.2727 14.2462
H 8.5959 9.7801 13.9386
H 8.0848 8.1774 13.8259
H 6.0365 8.0415 16.0548
H 7.1675 6.9016 15.5547
H 7.1998 7.3775 17.2638
H 9.5590 7.7168 17.0759
H 9.5960 7.1160 15.4597
H 11.6867 8.6451 15.7662
H 10.5445 9.4305 14.8202
H 11.3917 10.8232 16.8043
H 10.5591 9.6887 17.8766
H 10.1288 12.4054 18.0780
H 9.4358 10.9430 19.0007
H 8.3250 12.1313 18.5041
H 8.3408 11.3649 14.8624
H 9.9321 12.3677 15.2905
H 8.2355 12.5244 16.0439
H 6.6544 10.4794 17.8299
C 13.4177 11.2119 13.6982
O 12.5798 10.7973 12.6515
H 14.2230 10.4694 13.9342
H 13.9047 12.1241 13.5027
H 12.7838 11.1757 14.6215
H 12.7720 11.2292 11.7817
C 14.3118 5.4859 15.3400
O 14.0742 6.0060 16.5897
H 13.7519 4.5548 15.3394
H 14.1434 6.0420 14.4454
H 15.4208 5.2117 15.2051
H 14.4334 6.8797 16.6624
C 10.2660 7.8674 11.2758
O 11.0530 8.0867 12.4643
H 10.2469 8.7316 10.6374
H 10.5235 6.9662 10.6984
H 9.2886 7.7281 11.6964
H 11.8395 8.6112 12.1541

Energy above the lowest of the compared OMol25 structures with the same formula, charge and spin in kJ/mol: 380.6
Maximum force in eV Å⁻¹: 3.18
Molecular weight in g mol⁻¹: 725.15
Structure (SMILES): CC1(C)CCCC(C)(C)N1O.CC1(C)CCCC(C)(C)N1O.CC1(C)CCCC(C)(C)N1O.CC1(C)CCCC(C)(C)N1O.CO.CO.CO
E_HOMO in Eh: -0.301

=====

This record from the OMol25 dataset describes C56H69GeHfN2O2S2 as an isolated structure in a non-equilibrium geometry. The level of theory is ωB97M-V/def2-TZVPD.

Element x y z (Å)
Hf 1.6705 -0.2238 0.5240
C -0.3357 1.4245 3.6407
C 1.0090 0.9513 3.1468
C 1.2729 -0.4389 3.1584
C 0.2519 -1.4252 3.6807
C 2.5854 -0.9159 2.9269
C 2.8815 -2.3617 3.2344
C 3.6072 -0.0099 2.5766
C 5.0423 -0.4556 2.4630
C 3.3114 1.3596 2.4535
C 4.4057 2.3287 2.1119
C 2.0368 1.8490 2.8028
C 1.8811 3.3414 2.9116
H -0.3907 1.2613 4.7207
H -1.1589 0.8731 3.1843
H -0.5140 2.4778 3.4620
H 0.0766 -2.2416 2.9793
H -0.7032 -0.9631 3.8924
H 0.6191 -1.8711 4.6070
H 3.1107 -2.4583 4.2996
H 3.7258 -2.7491 2.6773
H 2.0317 -3.0060 3.0274
H 5.1649 -1.5290 2.5439
H 5.6227 -0.0032 3.2703
H 5.5088 -0.1259 1.5323
H 4.8580 2.7121 3.0321
H 4.0321 3.1855 1.5560
H 5.1980 1.8737 1.5265
H 2.0912 3.8405 1.9666
H 2.6043 3.7213 3.6376
H 0.8983 3.6568 3.2382
C -4.1206 -5.3484 -3.3781
C -3.3808 -4.2499 -2.6702
C -3.2451 -2.9914 -3.2478
C -2.5894 -1.9654 -2.5807
C -2.0805 -2.2142 -1.3111
C -2.1914 -3.4667 -0.7073
C -2.8304 -4.4737 -1.3993
S -1.4021 -0.8162 -0.5195
O -0.1243 -1.3290 0.2615
C -2.5122 -0.4301 0.7913
C -2.6239 -1.2742 1.9225
C -3.4995 -0.9293 2.9032
C -4.2778 0.2590 2.8117
C -5.1685 0.6304 3.8454
C -5.8962 1.7811 3.7494
C -5.7711 2.6158 2.6156
C -4.9268 2.2805 1.5971
C -4.1590 1.0896 1.6708
C -3.2507 0.7147 0.6370
C -3.1151 1.5424 -0.5984
C -4.1054 1.4202 -1.6136
C -5.2248 0.5542 -1.4653
C -6.1456 0.4464 -2.4638
C -5.9990 1.1929 -3.6590
C -4.9338 2.0279 -3.8294
C -3.9554 2.1587 -2.8125
C -2.8308 3.0099 -2.9728
C -1.8790 3.1101 -2.0072
C -2.0245 2.3557 -0.8170
S -0.8351 2.4391 0.4901
O 0.3275 1.4412 0.1983
C -0.1128 4.0144 0.2243
C 0.9694 4.1903 -0.6245
C 1.4787 5.4664 -0.7920
C 0.9181 6.5652 -0.1340
C 1.4950 7.9411 -0.3214
C -0.1758 6.3526 0.7051
C -0.6964 5.0810 0.8975
H -4.1453 -5.1849 -4.4536
H -5.1530 -5.3903 -3.0239
H -3.6705 -6.3207 -3.1825
H -3.6471 -2.8113 -4.2373
H -2.4819 -0.9887 -3.0409
H -1.7751 -3.6570 0.2736
H -2.9165 -5.4563 -0.9508
H -2.0356 -2.1775 1.9956
H -3.6188 -1.5654 3.7729
H -5.2690 -0.0141 4.7102
H -6.5787 2.0567 4.5422
H -6.3573 3.5230 2.5549
H -4.8491 2.9156 0.7242
H -5.3498 -0.0116 -0.5513
H -7.0004 -0.2062 -2.3424
H -6.7424 1.0986 -4.4398
H -4.8242 2.6025 -4.7409
H -2.7386 3.5865 -3.8851
H -1.0361 3.7735 -2.1373
H 1.3915 3.3495 -1.1538
H 2.3216 5.6195 -1.4562
H 1.7735 8.1099 -1.3612
H 2.3973 8.0614 0.2816
H 0.7914 8.7145 -0.0209
H -0.6227 7.1948 1.2190
H -1.5402 4.9294 1.5620
C 1.9496 -1.4176 -2.7080
Ge 2.4246 0.4940 -2.6044
C 0.7906 1.4081 -3.1223
C 3.8440 0.8832 -3.8463
C 2.9725 0.9565 -0.7400
H 1.5772 -1.5782 -3.7227
H 1.1430 -1.7451 -2.0409
H 2.8037 -2.0724 -2.5476
H 0.4895 1.0231 -4.0989
H 0.9432 2.4851 -3.2194
H -0.0233 1.2363 -2.4196
H 3.5429 0.5955 -4.8542
H 4.7564 0.3470 -3.5860
H 4.0554 1.9525 -3.8360
H 2.8419 2.0313 -0.6202
H 4.0437 0.7388 -0.6636
C 3.1453 -5.2098 -2.6131
C 3.2179 -5.3397 -1.1016
N 2.7481 -4.1132 -0.4137
C 1.3286 -4.1157 -0.0508
C 1.0120 -5.1358 1.0367
C 3.5445 -3.0799 -0.2229
C 5.0133 -3.2708 -0.4908
N 3.1400 -1.8857 0.2143
H 3.4161 -6.1589 -3.0750
H 3.8245 -4.4473 -2.9972
H 2.1326 -4.9590 -2.9337
H 4.2163 -5.5939 -0.7576
H 2.5679 -6.1453 -0.7699
H 0.7474 -4.3086 -0.9563
H 1.0582 -3.1281 0.2854
H 0.9938 -6.1584 0.6642
H 0.0238 -4.9301 1.4526
H 1.7395 -5.0838 1.8482
H 5.4191 -4.0553 0.1490
H 5.5601 -2.3503 -0.3001
H 5.1936 -3.5644 -1.5248
H 3.9792 -1.3268 0.3483

Energy above the lowest of the compared OMol25 structures with the same formula, charge and spin in kJ/mol: 14.4
Maximum force in eV Å⁻¹: 1.53
Molecular weight in g mol⁻¹: 1117.41
Net charge: +3
E_HOMO in Eh: -0.550

=====

This record from the OMol25 dataset describes a 2-piece molecular cluster, C8H19ClP2 overall in a non-equilibrium geometry. The level of theory is ωB97M-V/def2-TZVPD.

Element x y z (Å)
C 2.1306 -0.1374 1.0293
C 2.1103 1.0442 -0.0232
C 2.7385 0.6286 -1.3720
C 2.7322 2.2424 0.7364
P 0.3333 1.5000 -0.4969
P -0.7919 1.5988 1.4162
Cl -2.4458 2.5875 0.5176
H 1.5144 -1.0175 0.6020
H 3.0646 -0.6085 1.0058
H 1.9574 0.1819 2.0655
H 2.6060 1.4082 -2.1803
H 2.1238 -0.2280 -1.5464
H 3.7714 0.2674 -1.2229
H 2.5499 3.2766 0.3807
H 2.1920 2.3097 1.6953
H 3.8580 2.1278 0.8294
H 0.2899 2.8804 -0.1899
H -1.4904 0.4943 1.5425
C -2.5516 -1.5373 1.0874
C -2.3331 -1.4356 -0.2137
C -3.5915 -1.5245 -1.1005
C -1.1859 -2.1727 -0.8737
H -1.7129 -1.3694 1.8551
H -3.5200 -1.1382 1.4641
H -3.4573 -0.6832 -1.8978
H -3.9220 -2.5120 -1.6042
H -4.4479 -1.1654 -0.4163
H -1.5356 -2.7946 -1.6874
H -0.5115 -2.7443 -0.1809
H -0.4749 -1.4794 -1.2213

Energy above the lowest of the compared OMol25 structures with the same formula, charge and spin in kJ/mol: 0.0
Maximum force in eV Å⁻¹: 5.23
Molecular weight in g mol⁻¹: 212.64
Structure (SMILES): CC(C)(C)[PH]#[PH]Cl.C=C(C)C
E_HOMO in Eh: -0.312

=====

Which of these has the highest molecular weight? C56H69GeHfN2O2S2

=====

Among the records above, which one has the highest molecular weight? C56H69GeHfN2O2S2

=====

Look up the energy above the lowest of the compared OMol25 structures with the same formula, charge and spin of the second one. 380.6 kJ/mol

=====

The highest E_HOMO belongs to which entry? C39H88N4O7